A molecular structure, C20H37F7N6O8S2. Source: the OMol25 dataset; level of theory: the ωB97M-V functional and the def2-TZVPD basis.

```
! RIJCOSX wB97M-V def2-TZVPD def2/J DEFGRID3
* xyz 0 1
N -0.730 0.453 0.234
H -0.584 -0.453 -0.231
H -1.702 0.751 -0.008
H -0.141 1.219 -0.126
H -0.646 0.350 1.252
C -2.564 1.069 -2.597
F -2.125 -0.165 -2.308
F -1.573 1.940 -2.399
F -2.922 1.101 -3.879
S -4.068 1.493 -1.566
O -4.483 2.799 -1.980
O -4.919 0.372 -1.838
N -3.381 1.472 -0.035
S -4.063 2.645 0.806
O -3.596 3.961 0.446
O -5.470 2.463 1.046
C -3.213 2.339 2.439
F -1.869 2.273 2.261
F -3.478 3.345 3.256
F -3.592 1.186 2.998
C 6.172 2.246 -2.595
C 4.858 1.656 -3.051
O 4.455 1.756 -4.194
N 4.170 1.010 -2.077
C 2.837 0.458 -2.229
H 6.795 1.494 -2.102
H 6.022 3.053 -1.875
H 6.748 2.633 -3.430
H 4.583 0.967 -1.162
H 2.284 0.527 -1.297
H 2.918 -0.622 -2.403
H 2.302 0.920 -3.050
C 0.803 -3.964 -0.178
C 0.499 -3.006 -1.293
O 0.135 -1.860 -1.037
N 0.564 -3.485 -2.541
C 0.367 -2.678 -3.731
H 0.003 -3.854 0.558
H 1.721 -3.753 0.370
H 0.797 -5.014 -0.475
H 0.944 -4.407 -2.665
H 1.342 -2.359 -4.116
H -0.157 -1.758 -3.492
H -0.137 -3.235 -4.514
C 0.134 -1.916 4.747
C 0.549 -1.300 3.441
O -0.246 -0.714 2.721
N 1.858 -1.415 3.122
C 2.371 -1.076 1.808
H 0.575 -2.894 4.939
H -0.950 -1.962 4.816
H 0.457 -1.281 5.578
H 2.460 -1.957 3.716
H 3.134 -1.788 1.499
H 2.753 -0.054 1.780
H 1.570 -1.140 1.069
C 2.800 3.592 0.278
C 1.393 3.538 -0.237
O 0.909 2.494 -0.685
N 0.729 4.700 -0.307
C -0.655 4.781 -0.735
H 2.948 4.493 0.879
H 3.486 3.586 -0.570
H 3.065 2.757 0.923
H 1.231 5.540 -0.076
H -0.738 4.918 -1.817
H -1.178 5.587 -0.231
H -1.159 3.839 -0.535
F -2.853 -2.155 3.991
C -2.774 -2.716 2.774
C -2.669 -4.089 2.674
C -2.664 -4.702 1.426
C -2.750 -3.925 0.281
C -2.816 -2.540 0.394
C -2.828 -1.925 1.638
H -2.709 -4.702 3.566
H -2.633 -5.783 1.387
H -2.829 -4.350 -0.712
H -2.896 -1.916 -0.486
H -2.980 -0.858 1.750
*
```

M: 686.67 u
energy relative to the best compared isomer or geometry (same formula, charge and spin): 0.000 eV
HOMO-LUMO gap: 9.2494 eV

How is the electron density shared among the atoms? According to Mulliken, the charges in e are: 1.664 0.138 -0.524 0.582 0.531 0.672 -0.183 -0.141 -0.256 0.985 -0.649 -0.670 -0.583 0.831 -0.584 -0.632 0.645 -0.232 -0.229 -0.215 -1.155 0.749 -0.635 -0.054 -0.819 0.336 0.267 0.319 0.255 -0.006 0.462 0.298 -0.785 0.477 -0.900 -0.179 -0.741 -0.032 0.205 0.407 0.229 0.335 0.117 0.313 -1.305 0.478 -0.467 -0.117 -0.368 0.399 0.194 0.366 0.233 0.411 0.326 -0.378 -1.144 0.652 -0.825 -0.143 -0.437 0.449 0.225 0.196 0.205 0.288 0.342 -0.148 -0.413 -0.008 -0.346 -0.482 -0.736 -0.434 0.265 0.466 0.408 0.437 0.516 0.282